(1)
103
Properties=species:S:1:pos:R:3:forces:R:3:mulliken_charge:R:1 method="wB97M-V/def2-TZVPD" fmax_ev_per_a=3.0 homo_lumo_gap_ev="5.00 / 4.92" energy_ev=-346884.087 multiplicity=1 total_charge=0
W 0.078700 -0.213700 0.210400 0.15 -0.26 0.67 -0.3496
C 3.385500 2.254800 1.745400 -0.24 0.21 0.30 -0.6164
C 2.642500 1.622500 0.785800 -0.39 -0.30 -0.53 -0.2395
N 1.291500 1.528100 0.855300 -0.43 0.23 2.34 0.4558
C 0.713500 2.112300 1.985700 0.92 -0.35 -1.29 0.0245
C 1.534100 2.700500 2.962400 -0.47 0.02 -0.16 -0.3935
N 2.831200 2.781600 2.858100 0.42 -0.09 -0.27 -0.6353
C -0.711000 2.015400 1.994600 -0.82 0.47 0.28 -0.5632
C -1.601300 2.690000 2.837500 0.76 -0.67 -0.86 -0.7768
C -2.978400 2.617700 2.623400 -0.19 -0.55 -0.74 1.0190
C -3.425900 1.865000 1.520000 0.90 0.14 0.32 -0.6308
C -2.518700 1.180900 0.723400 -0.12 0.02 -0.41 -0.3971
N -1.167500 1.224400 0.963800 0.32 -0.62 0.71 0.7709
C -2.820000 0.389500 -0.435800 1.67 -0.46 -0.53 0.2026
C -4.090900 0.068600 -0.914600 -0.39 -0.21 -0.22 -0.1044
N -4.313700 -0.601800 -2.022900 0.39 0.17 -0.07 -0.5919
C -3.214700 -0.903800 -2.760600 -0.57 0.08 0.34 -0.7630
C -1.946900 -0.669300 -2.318600 0.92 0.26 0.54 -0.3567
N -1.675600 -0.106700 -1.098300 -2.68 0.85 -0.06 0.4412
C -3.930300 3.335600 3.476900 -0.43 0.38 0.42 1.0979
C -3.515300 4.026600 4.621600 -0.13 -0.15 -0.25 -0.5822
C -4.445200 4.722400 5.373200 0.24 -0.04 0.03 -0.4229
N -5.734900 4.773900 5.084500 -0.27 0.25 0.35 -0.6467
C -6.142600 4.102400 4.021800 -0.05 -0.14 -0.19 -0.4493
C -5.301500 3.381700 3.194200 0.31 0.02 0.10 -0.5084
H 4.459800 2.323500 1.670600 0.06 -0.05 -0.12 0.4023
H 3.117000 1.138000 -0.062800 -0.06 0.02 0.19 0.3715
H 1.098000 3.082400 3.873800 -0.15 0.08 0.08 0.4331
H -1.188700 3.279100 3.635700 0.07 0.13 0.08 0.3423
H -4.471500 1.797400 1.284400 -0.14 -0.02 -0.05 0.3694
H -4.970400 0.363000 -0.356200 -0.02 0.06 0.13 0.4238
H -3.401500 -1.364900 -3.718100 0.12 -0.05 -0.10 0.4139
H -1.082400 -0.926000 -2.925100 -0.19 -0.06 0.20 0.4465
H -2.484500 4.024300 4.938900 0.04 0.03 0.04 0.2992
H -4.136800 5.264800 6.257100 0.08 0.04 0.06 0.3776
H -7.204500 4.142100 3.822500 -0.11 -0.02 -0.11 0.3774
H -5.729800 2.872300 2.346300 -0.02 -0.01 -0.07 0.3291
Se -3.928500 -3.974600 4.883200 -0.04 -0.12 0.24 -0.3312
P -3.683900 -4.242000 2.834800 0.06 -0.17 -0.34 -0.0504
C -2.905100 -5.831900 2.393200 -0.33 0.31 0.19 0.5249
C -3.425800 -6.746700 1.489900 0.00 0.14 -0.02 0.3931
C -2.827900 -7.989700 1.362100 -0.06 -0.15 -0.03 -1.1587
C -1.717000 -8.314500 2.122500 -0.20 -0.10 0.01 -0.4617
C -1.184400 -7.392200 3.008100 -0.03 0.04 0.07 -0.6989
C -1.778400 -6.153400 3.145900 0.03 -0.02 -0.02 -0.4657
C -5.261400 -4.045900 1.944800 0.16 -0.12 0.27 0.6952
C -6.234800 -5.015700 2.162800 0.08 -0.03 -0.07 -0.3748
C -7.499900 -4.860500 1.629000 -0.10 -0.10 -0.03 -0.7483
C -7.807600 -3.728100 0.890200 -0.06 0.05 0.00 -0.7031
C -6.853400 -2.740100 0.707500 -0.05 0.02 -0.05 -0.4338
C -5.585900 -2.889100 1.243700 0.12 -0.05 0.02 -0.3188
C -2.600200 -3.017000 2.091900 0.28 -0.23 -0.44 0.6687
C -1.743600 -2.897500 0.985100 0.39 0.23 -0.30 -1.3413
N -1.325900 -1.603100 1.003600 -0.70 -0.27 1.28 1.4201
N -1.863200 -1.006300 2.066300 -0.28 -0.03 -0.06 0.2858
N -2.627900 -1.827200 2.702700 -0.13 0.12 0.34 -1.2399
P -0.971900 -3.860200 -0.327500 -0.11 0.19 0.10 1.2455
Se 0.494600 -2.553500 -1.283700 -0.40 -0.26 0.43 -0.2140
C -0.105700 -5.318800 0.313000 -0.32 0.22 -0.22 0.6651
C 0.895300 -5.114700 1.260200 0.05 -0.08 0.03 -0.5473
C 1.693300 -6.180300 1.635700 -0.01 0.12 -0.05 -0.7971
C 1.509000 -7.428000 1.059800 0.01 -0.06 -0.14 -0.6398
C 0.507500 -7.622800 0.122400 0.29 -0.09 -0.03 -0.7605
C -0.306100 -6.571200 -0.253900 -0.04 0.24 -0.03 0.0078
C -2.251400 -4.349700 -1.515600 0.34 -0.05 0.24 0.2744
C -1.843900 -4.812900 -2.763400 0.03 0.04 0.10 -0.5989
C -2.794300 -5.212000 -3.683600 0.09 -0.05 -0.12 -0.8694
C -4.143900 -5.134600 -3.372700 -0.05 0.05 0.05 -0.7556
C -4.545600 -4.642200 -2.142600 -0.14 -0.03 -0.04 -0.6062
C -3.600900 -4.248600 -1.213000 0.20 0.00 0.20 0.7108
H -4.295600 -6.496500 0.897900 -0.06 -0.01 -0.02 0.4046
H -3.244500 -8.709400 0.673200 -0.01 -0.09 -0.08 0.4056
H -1.268500 -9.292800 2.026500 0.04 -0.07 -0.01 0.4565
H -0.316300 -7.640700 3.599800 0.07 -0.02 0.03 0.4700
H -1.391200 -5.432000 3.853600 0.01 0.00 0.08 0.4419
H -5.993200 -5.875100 2.773200 -0.06 -0.10 0.03 0.4788
H -8.251100 -5.618500 1.798800 -0.05 -0.04 0.00 0.4090
H -8.799300 -3.603900 0.478000 -0.04 0.00 -0.03 0.4202
H -7.095500 -1.846800 0.150000 -0.03 0.07 -0.04 0.4150
H -4.861200 -2.094300 1.125600 0.11 -0.01 -0.02 0.2619
H 1.077100 -4.133200 1.681400 -0.07 0.13 -0.03 0.1414
H 2.477200 -6.017300 2.358500 0.09 -0.03 0.10 0.4777
H 2.155800 -8.250100 1.329400 0.04 -0.07 0.06 0.4066
H 0.371500 -8.591900 -0.333700 -0.03 -0.11 -0.01 0.4946
H -1.080900 -6.720000 -0.991900 -0.06 -0.03 -0.02 0.4358
H -0.787300 -4.836000 -2.997800 0.02 -0.07 -0.11 0.5429
H -2.483700 -5.584000 -4.647400 0.04 -0.03 -0.12 0.4424
H -4.883700 -5.447100 -4.094400 -0.05 -0.02 -0.07 0.4308
H -5.593600 -4.560400 -1.897300 -0.12 0.02 0.01 0.4970
H -3.913300 -3.856600 -0.257500 -0.03 0.00 -0.01 -0.4729
Cl 3.722000 3.742100 -5.079200 0.14 0.14 -0.14 -0.1871
C 2.946200 2.700100 -3.965900 -0.06 -0.14 0.13 0.3667
C 3.505600 1.451100 -3.672500 -0.32 0.07 0.08 0.2926
Cl 4.981700 0.985600 -4.393100 0.20 -0.14 -0.08 -0.1829
C 2.854600 0.584700 -2.800000 -0.43 0.07 0.24 0.3425
Cl 3.436800 -0.978900 -2.383300 0.24 0.12 -0.15 -0.1549
C 1.654600 0.981600 -2.192000 -0.12 0.30 0.12 -1.6609
O 1.019500 0.180500 -1.353200 1.77 0.11 -2.39 0.9269
C 1.124800 2.245800 -2.471500 -0.04 -0.29 0.28 1.0988
Cl -0.313700 2.624700 -1.602100 0.02 0.97 -0.77 -0.1482
C 1.752600 3.104100 -3.362400 0.11 -0.32 0.07 0.0271
Cl 1.069800 4.628000 -3.715800 -0.12 0.19 0.01 -0.1893
Se 1.511100 -1.254500 1.771100 0.20 0.26 0.14 -0.4376



(2)
92
Properties=species:S:1:pos:R:3:forces:R:3:mulliken_charge:R:1 method="wB97M-V/def2-TZVPD" fmax_ev_per_a=1.1 e_above_lowest_kcal_mol=10.1 homo_lumo_gap_ev=5.26 energy_ev=-92051.979 multiplicity=1 total_charge=+1
Hf -0.200304 -0.087974 -0.189914 0.99 -0.55 -0.21 0.4855
I -6.590663 4.566105 -6.241498 0.20 -0.14 0.18 0.1255
C -5.234372 3.607483 -4.954594 -0.22 0.16 -0.18 -0.1081
C -5.403550 3.711242 -3.581970 -0.04 0.01 0.03 -0.7116
C -4.511300 3.071630 -2.736653 0.07 -0.03 -0.05 -0.0670
C -3.451154 2.328930 -3.252582 -0.11 0.10 0.08 -0.8159
C -3.291661 2.241063 -4.630809 0.02 -0.03 0.05 -0.0331
C -4.182220 2.877112 -5.483446 0.03 -0.02 -0.07 -0.7102
C -2.516399 1.651140 -2.308912 0.02 -0.11 -0.01 1.2696
C -1.244267 2.207942 -2.143244 -0.09 -0.12 0.11 0.4383
C -0.690271 3.306684 -2.871741 0.17 0.06 -0.02 -1.4201
C 0.588752 3.480000 -2.440319 -0.19 0.02 -0.17 -1.3392
C 0.819690 2.531340 -1.390283 0.35 0.11 0.33 0.4054
C 1.908853 2.553829 -0.495943 -0.45 0.00 0.06 0.4591
C 3.224753 2.983518 -0.990746 0.26 0.19 -0.13 0.8100
C 4.294289 3.361174 -0.165139 -0.13 0.00 -0.03 -0.4355
C 5.529855 3.693221 -0.686411 0.05 0.00 0.00 -1.0690
C 5.747119 3.625414 -2.055038 0.24 0.07 -0.11 -0.1837
I 7.624086 4.118332 -2.844933 -0.26 -0.08 0.11 0.1291
C 4.729484 3.199726 -2.894169 0.10 0.03 -0.06 -0.9046
C 3.493719 2.877271 -2.366163 -0.05 -0.07 0.11 -0.2715
C 1.703599 2.157813 0.866797 0.03 -0.09 -0.09 0.7926
N 0.914616 1.095494 1.213364 -0.17 0.12 0.09 0.5550
C 1.002763 0.941517 2.584037 0.06 -0.05 0.05 0.6750
C 0.527431 -0.160387 3.302142 0.00 -0.01 -0.01 1.0637
C 0.938324 -0.267510 4.729693 -0.04 0.02 0.01 -0.9995
C 2.251358 -0.586659 5.061921 -0.08 0.04 -0.03 0.0045
C 2.635502 -0.677658 6.390922 0.07 -0.02 -0.07 -0.7529
C 1.703338 -0.434262 7.387836 0.12 -0.03 0.35 -0.1187
I 2.292237 -0.551050 9.401805 -0.10 0.01 -0.29 0.1267
C 0.391815 -0.113254 7.072535 -0.01 0.00 0.03 -0.7261
C 0.011602 -0.035309 5.741534 0.01 -0.05 0.00 0.0282
C -0.295642 -1.162775 2.786154 0.05 0.00 0.20 0.4393
C -0.746143 -2.326853 3.486110 0.03 0.06 -0.09 -1.4047
C -1.639543 -2.966006 2.682056 0.04 0.01 -0.08 -1.2192
C -1.764287 -2.189923 1.485724 -0.09 0.10 0.17 0.1171
N -0.896209 -1.125830 1.546373 -0.12 0.11 0.17 -0.1453
C -2.786194 -2.317531 0.532427 -0.07 0.19 -0.31 1.4797
C -3.072445 -1.353889 -0.440013 0.13 -0.41 0.15 0.6691
C -4.305673 -1.252361 -1.163412 -0.03 0.15 -0.11 -1.4893
C -4.260126 -0.103380 -1.884141 -0.06 -0.21 0.05 -1.5022
C -2.977412 0.499835 -1.662056 0.17 0.01 -0.23 0.8066
N -2.255168 -0.297861 -0.794345 -0.22 0.33 0.07 0.0227
C -3.737113 -3.457292 0.682888 -0.11 0.03 0.08 -0.9763
C -4.914472 -3.280464 1.406389 0.08 0.00 -0.01 0.0915
C -5.824173 -4.317180 1.539250 -0.02 0.02 0.01 -0.7201
C -5.551246 -5.540638 0.945672 -0.24 -0.25 0.04 -0.0999
I -6.946413 -7.103792 1.111146 0.22 0.21 -0.01 0.1249
C -4.375368 -5.739056 0.240231 0.01 -0.03 -0.02 -0.7450
C -3.470239 -4.695070 0.110991 0.05 0.03 -0.01 -0.0147
C 1.770379 2.017488 3.112229 -0.05 -0.06 -0.07 -1.3758
C 2.202759 2.766658 2.055065 0.07 -0.06 0.00 -1.2357
N -0.312416 1.767551 -1.231507 -0.30 0.16 0.00 -0.0706
H -6.222288 4.286045 -3.171117 0.01 0.00 -0.02 0.3954
H -4.633456 3.151562 -1.663071 -0.02 0.01 -0.01 0.5040
H -2.473129 1.663028 -5.042939 0.00 0.00 0.00 0.4935
H -4.057460 2.795637 -6.554607 0.00 0.01 0.01 0.3975
H -1.210861 3.885603 -3.616707 -0.03 0.00 0.03 0.5829
H 1.277489 4.252212 -2.740523 -0.01 -0.03 -0.01 0.7255
H 4.187479 3.385484 0.904967 0.01 0.01 0.00 0.1930
H 6.329252 3.988890 -0.020916 -0.01 0.00 -0.01 0.4287
H 4.907849 3.095973 -3.955858 -0.03 0.01 0.00 0.4020
H 2.737931 2.488566 -3.033456 0.05 -0.04 0.00 0.6051
H 2.969128 -0.771800 4.271882 0.03 0.00 0.03 0.5698
H 3.655272 -0.937006 6.640305 -0.02 0.01 0.03 0.3952
H -0.327376 0.075587 7.857657 0.00 0.00 -0.02 0.3898
H -1.011624 0.214027 5.487434 0.01 0.01 0.00 0.4963
H -0.429052 -2.611524 4.475876 -0.02 0.00 0.00 0.5777
H -2.198630 -3.861265 2.899472 0.00 0.00 -0.02 0.5614
H -5.121625 -1.952708 -1.103054 0.01 -0.03 0.02 0.5352
H -5.031915 0.288153 -2.525266 0.03 0.05 -0.01 0.4976
H -5.115889 -2.322426 1.871344 -0.02 0.00 -0.01 0.5124
H -6.736923 -4.169693 2.100116 0.00 -0.01 -0.01 0.4058
H -4.164918 -6.698423 -0.211847 0.00 0.01 0.00 0.4106
H -2.552468 -4.850475 -0.443255 0.00 0.02 -0.01 0.5099
H 1.944380 2.195119 4.161015 0.00 0.02 -0.02 0.6396
H 2.722823 3.707277 2.113886 0.06 -0.07 0.00 0.7173
C 3.884159 -3.624802 -1.697184 -0.04 0.00 0.00 -1.6512
C 3.931896 -2.094581 -1.579255 0.09 -0.01 -0.04 2.0638
C 4.866348 -1.681045 -0.433307 -0.02 0.02 0.03 -1.5307
C 4.416508 -1.476160 -2.898970 -0.04 0.02 -0.02 -1.4927
C 2.581484 -1.599369 -1.296216 0.01 0.00 0.01 0.4122
C 1.459377 -1.187523 -1.060652 -0.46 0.04 0.00 -1.4692
H 4.877325 -4.009392 -1.932849 0.01 0.03 0.00 0.3928
H 3.198489 -3.928405 -2.488510 0.01 -0.02 0.00 0.3720
H 3.552584 -4.074317 -0.760817 -0.01 -0.01 -0.01 0.3780
H 5.876172 -2.044000 -0.630378 -0.01 -0.01 -0.03 0.4209
H 4.528387 -2.103901 0.513610 0.00 0.01 0.00 0.3795
H 4.903869 -0.594650 -0.335944 0.00 -0.01 0.00 0.2792
H 5.409660 -1.855165 -3.143985 0.00 -0.01 0.03 0.4075
H 4.471326 -0.389203 -2.818092 0.00 0.00 -0.01 0.2565
H 3.738545 -1.730880 -3.714097 0.02 0.01 -0.01 0.3811